# 1
C23H51AuN4OPTa | ωB97M-V/def2-TZVPD

Each line ends with the Löwdin charge.
CARTESIAN COORDINATES (ANGSTROEM)
N 2.150 -0.350 -1.095  -0.175
C 3.236 -1.009 -0.831  -0.291
O 4.171 -1.263 -1.504  0.061
Au 2.834 -0.645 -3.566  0.844
Ta 0.202 -0.169 -1.395  1.612
N -0.294 -1.544 -2.682  -0.253
N -0.013 1.622 -2.441  -0.224
C -0.154 -3.047 -2.368  -0.643
C 0.597 3.007 -2.595  -0.654
C 1.010 -3.597 -3.187  -0.035
C -1.473 -3.763 -2.741  -0.022
C 0.104 -3.130 -0.928  -0.135
C 0.257 3.588 -3.970  -0.033
C 0.021 3.877 -1.481  -0.039
C 2.066 2.820 -2.449  -0.074
H 0.931 -3.431 -4.246  0.071
H 1.072 -4.702 -3.022  0.123
H 1.963 -3.186 -2.830  0.062
H -2.319 -3.306 -2.246  0.089
H -1.389 -4.805 -2.373  0.111
H -1.656 -3.815 -3.807  0.084
H 1.000 -2.570 -0.605  0.039
H 0.293 -4.189 -0.631  0.127
H -0.747 -2.788 -0.309  0.070
H 0.574 2.931 -4.767  0.086
H 0.821 4.541 -4.078  0.113
H -0.791 3.830 -4.089  0.084
H -1.058 3.962 -1.504  0.079
H 0.443 4.903 -1.565  0.115
H 0.322 3.500 -0.489  0.054
H 2.351 2.321 -1.509  0.057
H 2.560 3.833 -2.432  0.125
H 2.503 2.273 -3.277  0.059
C -1.513 1.535 -2.898  -0.110
H -1.868 0.563 -2.620  0.025
H -2.094 2.299 -2.402  0.080
H -1.585 1.644 -3.989  0.091
C -0.888 -1.272 -4.089  -0.082
H -1.978 -1.470 -4.076  0.104
H -0.727 -0.239 -4.310  0.027
H -0.422 -1.881 -4.839  0.074
C 1.224 1.741 3.877  -0.062
C 1.490 0.929 2.595  -0.569
C 1.915 1.886 1.489  -0.102
C 2.642 -0.076 2.815  -0.074
P -0.137 -0.105 2.051  1.095
N 0.147 -0.644 0.514  -0.384
C -0.409 -1.705 3.173  -0.578
C -0.362 -1.347 4.676  -0.066
C -1.787 -2.323 2.852  -0.081
C 0.649 -2.765 2.834  -0.075
C -1.816 0.955 1.842  -0.579
C -1.475 2.246 1.091  -0.108
C -2.820 0.184 0.965  -0.082
C -2.401 1.326 3.210  -0.062
H 2.162 2.247 4.148  0.107
H 0.940 1.111 4.713  0.070
H 0.475 2.498 3.714  0.067
H 2.862 2.359 1.757  0.104
H 2.071 1.349 0.533  0.028
H 1.191 2.705 1.326  0.063
H 2.480 -0.663 3.715  0.071
H 2.803 -0.691 1.955  0.051
H 3.563 0.505 3.004  0.109
H -1.101 -0.601 4.952  0.073
H -0.586 -2.263 5.246  0.106
H 0.625 -1.025 4.979  0.063
H -1.874 -2.555 1.805  0.062
H -1.870 -3.271 3.409  0.108
H -2.606 -1.705 3.196  0.068
H 0.614 -3.041 1.805  0.044
H 1.676 -2.462 3.084  0.071
H 0.445 -3.655 3.442  0.106
H -1.018 1.981 0.111  0.030
H -2.401 2.794 0.865  0.110
H -0.835 2.905 1.654  0.071
H -3.192 -0.732 1.443  0.071
H -3.685 0.820 0.793  0.100
H -2.394 -0.086 0.008  0.030
H -2.716 0.448 3.751  0.065
H -1.706 1.900 3.808  0.074
H -3.292 1.948 3.036  0.107

## Properties
E_HOMO (alpha / beta): -14.6 / -14.4 eV
Orbital gap (alpha / beta): 0.2020 / 0.1904 Eh
Net charge: +2
LUMO energy (alpha / beta): -9.07 / -9.25 eV
Molecular weight: 808.577 g/mol
DFT total energy: -1734.6483 Eh



# 2
ClH2NP2 | ωB97M-V/def2-TZVPD

Each line ends with the natural charge from an NBO analysis.
CARTESIAN COORDINATES (ANGSTROEM)
N -0.058 -0.401 -0.155  -1.202
P 1.116 1.773 0.500  0.166
P 1.900 -0.145 0.633  0.576
Cl 3.619 -0.333 -0.466  -0.271
H -0.828 -0.049 0.395  0.364
H -0.799 -1.621 -0.660  0.368

## Properties
E_HOMO (alpha / beta): -8.5 / -8.7 eV
Orbital gap (alpha / beta): 0.2247 / 0.2379 Eh
LUMO energy (alpha / beta): -2.40 / -2.21 eV
Relative energy (zero: lowest compared OMol25 entry of this formula, charge and spin): 527.1 kJ/mol
Molecular weight: 113.424 g/mol
DFT total energy: -1198.6474 Eh



# 3
C6H13N | ωB97M-V/def2-TZVPD

Each line ends with the Mulliken spin population.
CARTESIAN COORDINATES (ANGSTROEM)
C 1.420 -0.187 1.345  0.001
C 0.329 0.849 1.268  0.004
C -0.004 1.322 -0.232  0.019
C -0.588 0.095 -1.129  -0.018
C -1.723 -0.727 -0.570  0.270
C -2.433 -1.608 -1.289  0.441
N 2.731 0.280 0.802  0.005
H 1.211 -1.233 0.870  0.000
H 1.435 -0.470 2.404  0.001
H -0.680 0.520 1.591  -0.002
H 0.796 1.734 1.701  0.000
H 0.661 1.998 -0.723  -0.001
H -0.830 2.021 -0.072  0.000
H -1.006 0.604 -2.036  0.041
H 0.239 -0.547 -1.549  0.089
H -1.765 -0.758 0.535  0.065
H -3.452 -1.827 -1.048  0.032
H -1.964 -1.984 -2.190  0.051
H 2.358 0.467 -0.230  0.000
H 3.263 -0.548 0.554  0.000

## Properties
2S+1: 2
E_HOMO (alpha / beta): -13.0 / -13.0 eV
Orbital gap (alpha / beta): 0.2722 / 0.1510 Eh
Net charge: +1
LUMO energy (alpha / beta): -5.63 / -8.91 eV
Relative energy (zero: lowest compared OMol25 entry of this formula, charge and spin): 378.2 kJ/mol
<S²>: 0.754
Molecular weight: 99.177 g/mol
DFT total energy: -290.7346 Eh



DFT total energy of number 2 (ClH2NP2)?
-1198.6474 Eh



Among the records above, which one has the lowest molecular weight?
C6H13N



The highest molecular weight belongs to which entry?
C23H51AuN4OPTa



Which of these has the lowest DFT total energy?
C23H51AuN4OPTa